Here is a structure of composition C42H61BCaN9O3 at a distorted geometry from OMol25. Energies are from ωB97M-V/def2-TZVPD.

Structure (XYZ):
```
117
C42H61BCaN9O3 ωB97M-V/def2-TZVPD
Ca -0.485 0.057 1.262
C -2.572 4.750 3.533
C -1.824 3.719 2.696
C -0.959 4.398 1.628
C -2.771 2.733 2.070
C -4.173 2.771 1.933
C -4.498 1.593 1.287
N -3.360 0.916 1.056
N -2.301 1.614 1.539
B -3.122 -0.462 0.353
N -3.757 -1.604 1.161
C -5.024 -2.024 1.324
C -5.010 -3.074 2.216
C -3.650 -3.225 2.560
N -2.907 -2.336 1.916
C -2.992 -4.218 3.482
C -4.008 -5.202 4.053
C -1.858 -4.954 2.761
N -3.519 -0.402 -1.136
C -4.695 -0.234 -1.771
C -4.442 -0.110 -3.118
C -3.037 -0.208 -3.223
N -2.495 -0.391 -2.027
C -2.143 -0.097 -4.430
C -1.101 -1.218 -4.455
C -2.952 -0.066 -5.722
H -1.863 5.426 4.015
H -3.175 4.274 4.310
H -3.236 5.352 2.904
H -1.154 3.153 3.349
H -1.589 4.931 0.909
H -0.361 3.664 1.087
H -0.275 5.112 2.092
H -4.856 3.535 2.267
H -5.459 1.202 0.987
H -1.962 -0.699 0.339
H -5.851 -1.563 0.803
H -5.860 -3.634 2.572
H -2.551 -3.654 4.310
H -4.516 -5.740 3.248
H -4.766 -4.691 4.652
H -3.511 -5.937 4.690
H -2.271 -5.593 1.974
H -1.298 -5.583 3.459
H -1.176 -4.241 2.295
H -5.635 -0.216 -1.238
H -5.165 0.039 -3.905
H -1.596 0.848 -4.338
H -1.587 -2.181 -4.644
H -0.589 -1.274 -3.494
H -0.361 -1.040 -5.240
H -3.535 -0.984 -5.835
H -2.287 0.023 -6.584
H -3.643 0.780 -5.740
C 1.187 2.851 -5.109
C 1.889 3.414 -3.863
C 3.397 3.243 -4.041
C 1.587 4.914 -3.742
C 1.362 2.688 -2.630
C -0.021 2.780 -2.307
C -0.483 2.100 -1.209
N 0.282 1.348 -0.404
C 1.627 1.240 -0.690
C 2.158 1.928 -1.818
C 2.407 0.407 0.169
C 3.811 0.223 0.014
C 4.510 -0.642 0.808
C 3.784 -1.359 1.799
C 2.440 -1.112 1.930
N 1.741 -0.263 1.170
C 6.014 -0.857 0.681
C 6.690 -0.474 2.004
C 6.630 -0.013 -0.434
C 6.287 -2.336 0.374
H 1.555 3.349 -6.012
H 0.106 2.996 -5.056
H 1.378 1.779 -5.201
H 3.725 3.787 -4.931
H 3.667 2.192 -4.171
H 3.945 3.636 -3.182
H 1.948 5.445 -4.628
H 2.081 5.332 -2.862
H 0.516 5.102 -3.645
H -0.711 3.366 -2.900
H -1.536 2.147 -0.948
H 3.209 1.823 -2.037
H 4.322 0.795 -0.747
H 4.268 -2.061 2.466
H 1.870 -1.628 2.701
H 6.511 0.579 2.230
H 7.769 -0.641 1.942
H 6.298 -1.062 2.836
H 6.469 1.053 -0.261
H 6.210 -0.273 -1.410
H 7.708 -0.191 -0.472
H 5.938 -2.983 1.181
H 7.360 -2.504 0.241
H 5.775 -2.634 -0.545
N 2.096 2.390 3.266
C 1.339 1.571 3.623
C -0.393 -0.628 5.876
O 0.610 0.241 5.376
C 0.436 0.596 4.050
O -0.513 0.060 3.355
H -0.299 -0.607 6.959
H -0.251 -1.650 5.517
H -1.390 -0.305 5.581
C 2.125 -2.802 -1.104
C 0.725 -3.188 -0.691
C 0.121 -4.405 -1.341
O 0.115 -2.556 0.136
H 2.357 -3.151 -2.111
H 2.827 -3.265 -0.404
H 2.254 -1.724 -1.030
H 0.801 -5.255 -1.246
H -0.012 -4.206 -2.408
H -0.841 -4.636 -0.889
```

lowest unoccupied orbital energy (alpha / beta): 2.422 / 2.414 eV
frontier orbital gap (alpha / beta): 0.1716 / 0.1895 hartree
ΔE to the lowest compared entry with this formula, charge and spin: 13.7 kcal per mole
highest occupied orbital energy (alpha / beta): -2.25 / -2.74 eV
total charge: -1
strongest force on any atom: 0.034 hartree/bohr
2S+1: 1

Here is a structure of composition C42H38N2NiO3Sb2 at a distorted geometry from OMol25. Energies are from ωB97M-V/def2-TZVPD.

Structure (XYZ):
```
88
C42H38N2NiO3Sb2 ωB97M-V/def2-TZVPD
Ni -0.864 1.084 -0.252
C -3.003 -3.215 -2.198
O -1.697 -2.841 -2.673
C -1.732 -1.680 -3.436
C -1.815 -1.739 -4.812
C -1.884 -0.555 -5.537
C -1.901 0.652 -4.866
C -1.796 0.736 -3.473
C -1.957 2.047 -2.849
N -1.823 2.223 -1.594
N -2.110 3.461 -1.082
C -1.860 3.517 0.213
O -1.389 2.560 0.926
C -2.162 4.804 0.896
C -2.310 5.985 0.172
C -2.573 7.175 0.832
C -2.702 7.192 2.214
C -2.560 6.016 2.936
C -2.282 4.828 2.281
C -1.655 -0.463 -2.747
O -1.496 -0.535 -1.427
H -2.968 -4.278 -1.965
H -3.745 -3.038 -2.977
H -3.261 -2.649 -1.302
H -1.833 -2.708 -5.296
H -1.949 -0.581 -6.616
H -2.011 1.574 -5.425
H -2.263 2.876 -3.486
H -2.216 5.953 -0.904
H -2.677 8.092 0.266
H -2.912 8.122 2.728
H -2.661 6.027 4.014
H -2.149 3.906 2.831
C 1.147 -1.666 -2.177
C 2.593 -1.542 -1.709
C 3.021 -0.109 -1.424
Sb 1.744 1.048 -0.115
C 3.148 2.606 0.217
C 3.415 3.050 1.507
C 4.324 4.076 1.720
C 4.973 4.665 0.646
C 4.710 4.229 -0.644
C 3.798 3.205 -0.856
C 2.033 -0.044 1.702
C 3.183 -0.780 1.970
C 3.254 -1.595 3.092
C 2.175 -1.674 3.962
C 1.033 -0.925 3.714
C 0.963 -0.118 2.589
Sb -0.163 -1.925 -0.430
C 0.467 -3.985 -0.207
C -0.089 -5.066 -0.880
C 0.393 -6.353 -0.682
C 1.442 -6.578 0.197
C 2.005 -5.508 0.876
C 1.518 -4.224 0.675
C -1.863 -2.080 0.930
C -1.760 -3.083 1.890
C -2.658 -3.161 2.942
C -3.668 -2.218 3.065
C -3.773 -1.205 2.124
C -2.881 -1.132 1.064
H 0.987 -2.590 -2.735
H 0.833 -0.816 -2.783
H 3.246 -1.957 -2.483
H 2.771 -2.164 -0.823
H 3.064 0.451 -2.362
H 4.021 -0.063 -0.988
H 2.921 2.589 2.355
H 4.525 4.413 2.729
H 5.682 5.467 0.814
H 5.213 4.686 -1.487
H 3.599 2.882 -1.872
H 4.038 -0.725 1.304
H 4.152 -2.168 3.287
H 2.226 -2.317 4.831
H 0.187 -0.978 4.389
H 0.056 0.443 2.384
H -0.892 -4.912 -1.588
H -0.051 -7.182 -1.219
H 1.817 -7.582 0.352
H 2.822 -5.670 1.569
H 1.958 -3.406 1.239
H -0.969 -3.826 1.822
H -2.565 -3.959 3.668
H -4.369 -2.272 3.889
H -4.551 -0.458 2.213
H -2.991 -0.339 0.345
```

lowest unoccupied orbital energy (alpha / beta): 0.052 / -0.936 eV
frontier orbital gap (alpha / beta): 0.2407 / 0.1996 hartree
ΔE to the lowest compared entry with this formula, charge and spin: 53.0 kcal per mole
highest occupied orbital energy (alpha / beta): -6.50 / -6.37 eV
strongest force on any atom: 0.038 hartree/bohr
2S+1: 3

Here is a cluster of 2 separate species, C2H3F3O in total at a distorted geometry from OMol25. Energies are from ωB97M-V/def2-TZVPD.

Structure (XYZ):
```
9
C2H3F3O ωB97M-V/def2-TZVPD
C -0.145 -0.052 -0.021
C -1.447 -0.719 -0.018
O -2.779 1.090 -0.448
F -1.814 -1.481 -1.009
F -2.006 -1.097 1.095
F -3.929 0.832 0.228
H 0.583 -0.667 0.521
H -0.218 0.911 0.481
H 0.178 0.098 -1.048
```

lowest unoccupied orbital energy (alpha / beta): -0.498 / -0.630 eV
frontier orbital gap (alpha / beta): 0.3243 / 0.3167 hartree
ΔE to the lowest compared entry with this formula, charge and spin: 140.4 kcal per mole
highest occupied orbital energy (alpha / beta): -9.32 / -9.25 eV
strongest force on any atom: 0.075 hartree/bohr
2S+1: 1

Here is the molecule C5H3N3 at a distorted geometry from OMol25. Energies are from ωB97M-V/def2-TZVPD.

Structure (XYZ):
```
11
C5H3N3 ωB97M-V/def2-TZVPD
C -0.897 1.224 -0.271
N -1.496 0.153 -0.623
C -1.198 -1.185 -0.260
C 0.089 -1.293 0.059
N 1.311 -1.823 0.533
C 1.275 -0.543 0.261
C 2.069 0.575 0.203
N 2.651 1.566 0.283
H -0.431 1.220 0.760
H -1.351 2.082 -0.838
H -2.024 -1.975 -0.107
```

structure (SMILES): C=N/C=C1N=C/1C#N
lowest unoccupied orbital energy: -1.268 eV
frontier orbital gap: 0.2697 hartree
ΔE to the lowest compared entry with this formula, charge and spin: 109.1 kcal per mole
highest occupied orbital energy: -8.61 eV
strongest force on any atom: 0.068 hartree/bohr
2S+1: 1

Here is a cluster of 4 separate species, C50H111O2P3 in total at a distorted geometry from OMol25. Energies are from ωB97M-V/def2-TZVPD.

Structure (XYZ):
```
166
C50H111O2P3 ωB97M-V/def2-TZVPD
C 0.535 -5.943 -1.336
C 0.253 -4.560 -0.675
C 1.489 -3.662 -0.340
C 2.477 -3.482 -1.568
P 2.271 -2.124 -2.680
C 0.701 -1.954 -3.542
C 0.237 -3.144 -4.327
C -0.815 -2.776 -5.434
C -0.129 -2.272 -6.652
C 3.618 -2.253 -3.899
C 4.436 -3.501 -3.887
C 3.727 -4.531 -4.756
C 3.946 -4.524 -6.292
C 2.542 -0.546 -1.675
C 3.973 -0.385 -1.126
C 3.853 0.187 0.276
C 5.283 0.107 0.936
H -0.415 -6.454 -1.369
H 1.080 -6.534 -0.576
H 0.972 -5.933 -2.357
H -0.284 -4.576 0.233
H -0.392 -3.823 -1.227
H 2.067 -3.967 0.527
H 1.138 -2.642 -0.022
H 2.559 -4.413 -2.100
H 3.544 -3.360 -1.142
H 0.853 -1.117 -4.212
H -0.137 -1.817 -2.802
H -0.127 -3.918 -3.684
H 1.078 -3.566 -4.863
H -1.496 -2.004 -5.054
H -1.383 -3.731 -5.589
H -0.740 -2.047 -7.539
H 0.581 -3.022 -6.991
H 0.479 -1.393 -6.515
H 4.294 -1.470 -3.613
H 3.229 -2.132 -4.902
H 4.614 -3.893 -2.863
H 5.466 -3.346 -4.315
H 2.674 -4.327 -4.579
H 3.902 -5.568 -4.444
H 3.460 -5.417 -6.679
H 5.032 -4.686 -6.362
H 3.476 -3.671 -6.747
H 1.806 -0.436 -0.923
H 2.369 0.272 -2.390
H 4.513 0.240 -1.852
H 4.581 -1.268 -1.065
H 3.058 -0.248 0.813
H 3.580 1.225 0.276
H 5.619 -0.882 1.030
H 5.266 0.540 1.926
H 6.039 0.653 0.364
C 2.672 3.247 -1.121
C 1.462 3.613 -0.331
C 0.336 3.749 -1.308
C 0.005 2.437 -1.959
P -1.686 2.372 -2.554
C -2.032 3.986 -3.359
C -3.481 4.519 -3.385
C -3.619 6.000 -3.814
C -5.052 6.411 -3.629
C -1.668 1.022 -3.774
C -2.871 0.707 -4.693
C -3.781 -0.434 -4.259
C -4.756 -0.828 -5.385
C -2.899 1.861 -1.343
C -3.036 2.597 -0.042
C -4.346 2.327 0.676
C -5.597 2.622 -0.231
H 3.529 3.123 -0.478
H 2.906 4.086 -1.766
H 2.576 2.323 -1.740
H 1.649 4.573 0.115
H 1.157 2.961 0.485
H 0.596 4.539 -2.044
H -0.588 4.106 -0.809
H 0.135 1.589 -1.291
H 0.623 2.270 -2.846
H -1.700 3.750 -4.367
H -1.391 4.711 -2.921
H -3.995 4.466 -2.442
H -4.047 4.012 -4.145
H -3.353 6.030 -4.891
H -2.949 6.626 -3.258
H -5.319 6.195 -2.604
H -5.728 5.911 -4.297
H -5.117 7.513 -3.787
H -1.389 0.094 -3.222
H -0.862 1.253 -4.432
H -2.402 0.406 -5.652
H -3.441 1.572 -4.914
H -4.365 -0.161 -3.436
H -3.114 -1.240 -3.869
H -5.388 0.047 -5.623
H -5.346 -1.692 -5.013
H -4.174 -1.197 -6.229
H -2.643 0.809 -1.101
H -3.760 1.691 -2.032
H -2.990 3.660 -0.262
H -2.214 2.279 0.613
H -4.398 2.931 1.574
H -4.461 1.260 0.865
H -5.464 3.498 -0.908
H -6.481 2.772 0.380
H -5.823 1.704 -0.779
C -3.128 2.520 5.161
C -3.036 1.433 4.121
C -2.248 0.153 4.450
C -0.757 0.346 4.232
P 0.535 -0.536 5.280
C -0.039 -2.207 5.676
C 0.102 -3.120 4.448
C -0.135 -4.561 4.747
C 0.171 -5.480 3.529
C 2.041 -0.812 4.436
C 3.122 0.239 4.237
C 2.649 1.433 3.464
C 3.650 2.601 3.500
C 0.781 0.265 6.972
C 0.636 1.879 7.095
C 1.447 2.640 8.174
C 1.149 4.102 8.150
H -3.624 3.456 4.889
H -2.151 2.822 5.498
H -3.528 2.089 6.089
H -2.580 1.874 3.238
H -4.024 1.195 3.820
H -2.590 -0.700 3.952
H -2.419 -0.135 5.540
H -0.488 1.420 4.455
H -0.488 0.083 3.213
H -1.070 -2.137 6.044
H 0.580 -2.534 6.476
H 1.105 -3.102 4.082
H -0.502 -2.749 3.628
H -1.105 -4.716 5.147
H 0.609 -4.885 5.518
H 0.177 -6.574 3.736
H 1.209 -5.245 3.240
H -0.497 -5.186 2.726
H 1.757 -1.110 3.399
H 2.418 -1.680 4.937
H 3.904 -0.239 3.672
H 3.591 0.437 5.180
H 1.832 1.871 4.057
H 2.267 1.194 2.479
H 4.510 2.363 2.912
H 3.957 2.908 4.448
H 3.193 3.472 2.995
H 1.759 -0.004 7.270
H 0.035 -0.226 7.694
H -0.375 2.123 7.255
H 0.972 2.269 6.113
H 2.498 2.300 8.085
H 1.180 2.130 9.129
H 1.321 4.485 7.121
H 1.747 4.684 8.852
H 0.165 4.351 8.392
C -2.513 -1.305 0.508
C -0.970 -0.878 0.435
O -0.578 -0.218 -0.550
O -0.240 -1.225 1.386
H -2.778 -1.894 1.383
H -2.784 -1.864 -0.397
H -3.092 -0.398 0.511
```

lowest unoccupied orbital energy: -3.491 eV
frontier orbital gap: 0.3416 hartree
ΔE to the lowest compared entry with this formula, charge and spin: 2.3 kcal per mole
highest occupied orbital energy: -12.79 eV
total charge: +2
strongest force on any atom: 0.066 hartree/bohr
2S+1: 1

Here is the molecule C2H2INOS2 at a distorted geometry from OMol25. Energies are from ωB97M-V/def2-TZVPD.

Structure (XYZ):
```
9
C2H2INOS2 ωB97M-V/def2-TZVPD
I -3.699 0.874 0.121
S -1.658 -0.307 -0.020
C -0.446 0.897 0.288
N 0.802 0.729 0.189
C 1.427 -0.422 -0.235
O 0.819 -1.369 -1.040
S 1.069 -2.022 0.499
H -0.801 1.865 0.611
H 2.486 -0.245 -0.415
```

structure (SMILES): IS/C=N\[C@@H]1OS1
lowest unoccupied orbital energy: -0.820 eV
frontier orbital gap: 0.2980 hartree
ΔE to the lowest compared entry with this formula, charge and spin: 0.8 kcal per mole
highest occupied orbital energy: -8.93 eV
strongest force on any atom: 0.023 hartree/bohr
2S+1: 1

Here is a cluster of 2 separate species, C2H3Cl2NO in total at a distorted geometry from OMol25. Energies are from ωB97M-V/def2-TZVPD.

Structure (XYZ):
```
9
C2H3Cl2NO ωB97M-V/def2-TZVPD
C -1.528 1.588 -0.822
C 0.894 0.317 -0.198
N 0.413 -0.303 0.881
O -2.426 0.874 -0.966
Cl 1.897 1.710 0.222
Cl 1.611 -0.663 -1.509
H -1.666 2.680 -1.006
H 0.458 -1.364 0.953
H -0.428 0.196 1.145
```

lowest unoccupied orbital energy (alpha / beta): -0.156 / -0.037 eV
frontier orbital gap (alpha / beta): 0.2842 / 0.3138 hartree
ΔE to the lowest compared entry with this formula, charge and spin: 98.0 kcal per mole
highest occupied orbital energy (alpha / beta): -7.89 / -8.58 eV
strongest force on any atom: 0.055 hartree/bohr
2S+1: 1

Here is a cluster of 2 separate species, C9H14 in total at a distorted geometry from OMol25. Energies are from ωB97M-V/def2-TZVPD.

Structure (XYZ):
```
23
C9H14 ωB97M-V/def2-TZVPD
C -1.814 1.220 0.692
C -0.247 -2.129 -0.323
C 0.704 -2.314 0.741
C -1.057 -0.983 -0.290
C -0.957 -0.004 0.672
C 0.847 -1.344 1.706
C 0.106 -0.147 1.662
H -0.345 -2.879 -1.105
H 1.273 -3.235 0.810
H -1.841 -0.899 -1.039
H 1.573 -1.460 2.503
H -2.822 0.984 0.313
H -1.440 2.058 0.091
H 0.101 0.570 2.482
H -1.953 1.579 1.722
C 0.704 2.477 -2.454
C 1.520 1.701 -1.433
H 0.038 3.206 -2.000
H 1.349 3.011 -3.164
H 0.122 1.777 -3.054
H 2.257 1.061 -1.913
H 2.061 2.319 -0.715
H 0.889 1.104 -0.772
```

lowest unoccupied orbital energy (alpha / beta): 3.886 / 3.806 eV
frontier orbital gap (alpha / beta): 0.1100 / 0.2603 hartree
ΔE to the lowest compared entry with this formula, charge and spin: 1.4 kcal per mole
highest occupied orbital energy (alpha / beta): 0.89 / -3.28 eV
total charge: -1
strongest force on any atom: 0.019 hartree/bohr
2S+1: 2

Here is a cluster of 2 separate species, C5H9NOS in total at a distorted geometry from OMol25. Energies are from ωB97M-V/def2-TZVPD.

Structure (XYZ):
```
17
C5H9NOS ωB97M-V/def2-TZVPD
C 0.183 1.028 0.379
C -0.182 -0.112 1.130
C -1.376 -0.902 0.707
C 0.146 -1.294 -1.038
C 0.767 -0.238 -0.054
H -0.368 1.961 -1.493
H -1.620 2.148 -0.498
H 1.088 1.736 0.655
H 0.349 -0.307 2.057
H -1.102 -2.002 1.176
H -2.307 -0.502 1.152
H 0.415 -1.087 -2.010
H 0.449 -2.338 -0.569
H 3.020 1.731 -0.262
N -0.668 1.628 -0.654
O -1.420 -1.007 -0.660
S 2.626 -0.447 -0.018
```

lowest unoccupied orbital energy: -1.747 eV
frontier orbital gap: 0.2445 hartree
ΔE to the lowest compared entry with this formula, charge and spin: 174.8 kcal per mole
highest occupied orbital energy: -8.40 eV
strongest force on any atom: 0.134 hartree/bohr
2S+1: 1